[1]
DFT (ωB97M-V with the def2-TZVPD basis set) results for C3H3NO2 in the gas phase.

```
9
Properties=species:S:1:pos:R:3:forces:R:3
N -0.035485 -0.560331 2.684485 -0.131 -0.420 1.070
C -0.061515 -0.258852 1.588202 -0.150 0.578 -1.722
C 0.070195 0.213193 0.181615 0.211 -0.579 0.441
O 0.101655 1.567258 0.178860 2.142 1.418 -2.975
C -0.350734 -0.574348 -0.985386 1.058 -1.452 4.128
O 1.048758 -0.523667 -0.511217 -0.466 0.868 -0.871
H 0.635421 1.793528 -0.698861 -1.638 -0.340 2.688
H -0.744904 -1.463927 -0.546243 -0.787 -0.951 -1.026
H -0.663390 -0.192853 -1.891454 -0.241 0.878 -1.733
```
Forces are in eV/Å.

Properties
Energy relative to the best compared isomer or geometry (same formula, charge and spin) ... 70.96 kcal per mole
Energy ... -321.26456 a.u.
F_max ... 4.5 eV Å⁻¹
Charge ... 0
Orbital gap ... 11.569 eV
HOMO energy ... -11.05 eV
Structure (SMILES) ... N#C[C@]1(O)CO1

Results of the Löwdin charge analysis, in e, for atoms 1 through 6: number 1, N, carries 0.183; number 2, C, carries -0.089; number 3, C, carries -0.592; number 4, O, carries 0.052; number 5, C, carries 0.013; number 6, O, carries 0.022

***

[2]
DFT (ωB97M-V with the def2-TZVPD basis set) results for 3 unconnected molecules or ions with the total composition C3H3NO2.

```
9
Properties=species:S:1:pos:R:3:forces:R:3
C -1.884852 -0.033591 0.232768 0.225 0.102 -0.238
O -0.976821 0.314853 -0.483773 -0.437 -0.200 0.352
C 1.635180 1.153725 -1.583487 -0.154 1.309 -0.547
O 1.456687 2.199962 -1.985897 0.211 -1.232 0.462
C 1.452694 -1.064911 0.876910 0.680 -0.516 0.550
N 2.225034 -1.656170 1.498299 -0.775 0.560 -0.578
H 0.735868 -0.506300 0.293937 0.146 -0.086 0.087
H -1.711850 -0.389974 1.265177 0.035 0.015 -0.092
H -2.931938 -0.017591 -0.113932 0.071 0.049 0.005
```
Forces are in eV/Å.

Properties
Energy relative to the best compared isomer or geometry (same formula, charge and spin) ... 56.41 kcal per mole
Energy ... -321.28775 a.u.
F_max ... 1.4 eV Å⁻¹
Charge ... 0
Orbital gap ... 11.270 eV
HOMO energy ... -11.23 eV

Results of the Löwdin charge analysis, in e, for atoms 1 through 6: number 1, C, carries -0.098; number 2, O, carries -0.061; number 3, C, carries 0.012; number 4, O, carries 0.042; number 5, C, carries -0.104; number 6, N, carries 0.047

***

[3]
DFT (ωB97M-V with the def2-TZVPD basis set) results for C3H3NO2 in the gas phase.

```
9
Properties=species:S:1:pos:R:3:forces:R:3
C 1.009681 0.976292 -1.338433 -0.467 1.235 2.036
C 0.274915 -0.199680 -0.838677 -2.689 -0.479 -1.021
C 0.285904 0.897595 1.363871 2.225 -3.413 -6.264
N -0.091447 -0.209094 0.569749 -1.256 0.477 1.224
O 1.054549 1.747156 -0.379602 0.806 1.802 0.571
O 1.096543 -0.155842 1.452097 1.078 -0.026 0.734
H -0.709807 -0.285250 -1.379741 0.792 0.328 0.375
H 0.783919 -1.035929 -1.193095 0.901 -2.020 0.251
H 0.067983 1.531871 2.116417 -1.389 2.095 2.094
```
Forces are in eV/Å.

Properties
Energy relative to the best compared isomer or geometry (same formula, charge and spin) ... 177.73 kcal per mole
Energy ... -321.09442 a.u.
F_max ... 7.5 eV Å⁻¹
Charge ... 0
Orbital gap (alpha / beta) ... 7.977 / 8.182 eV
HOMO energy (alpha / beta) ... -8.02 / -8.10 eV

Results of the Löwdin charge analysis, in e, for atoms 1 through 6: number 1, C, carries -0.115; number 2, C, carries -0.215; number 3, C, carries -0.033; number 4, N, carries 0.021; number 5, O, carries -0.042; number 6, O, carries 0.042

***

[4]
DFT (ωB97M-V with the def2-TZVPD basis set) results for C3H3NO2 in the gas phase.

```
9
Properties=species:S:1:pos:R:3:forces:R:3
N 2.856551 -1.025902 -0.317109 -0.643 0.770 -0.058
C 1.893616 -0.410029 -0.155577 0.604 -0.749 -0.041
C 0.596791 0.121368 0.267664 0.198 -0.117 0.197
O -0.239610 0.389891 -0.856177 -0.055 -0.035 0.037
C -1.526385 0.499922 -0.478352 -0.262 0.004 0.369
O -1.899550 0.420326 0.660971 -0.010 0.084 -0.554
H 0.700903 1.015844 0.886969 0.083 -0.118 -0.093
H 0.144021 -0.666342 0.871979 -0.028 0.146 0.106
H -2.171341 0.661866 -1.350279 0.113 0.016 0.037
```
Forces are in eV/Å.

Properties
Energy relative to the best compared isomer or geometry (same formula, charge and spin) ... 30.30 kcal per mole
Energy ... -321.32937 a.u.
F_max ... 1.0 eV Å⁻¹
Charge ... 0
Orbital gap ... 12.180 eV
HOMO energy ... -11.54 eV
Structure (SMILES) ... N#CCOC=O

Results of the Löwdin charge analysis, in e, for atoms 1 through 6: number 1, N, carries 0.159; number 2, C, carries -0.163; number 3, C, carries -0.169; number 4, O, carries -0.011; number 5, C, carries -0.327; number 6, O, carries 0.081